1.
A molecular structure, C21H21BN6PbSi, computed with ωB97M-V/def2-TZVPD.

The value obtained for the molar mass is 603.5 g/mol. For the HOMO energy, the calculation gives -7.2 eV. As for the maximum force: 1.1 eV Å⁻¹. As for the total charge: 0. As for the LUMO energy: 0.2 eV. The value obtained for the energy is -44860.98711 eV. The multiplicity is 1. As for the HOMO-LUMO gap: 7.4 eV.

Last column: Mulliken charge in e.
CARTESIAN COORDINATES (ANGSTROEM)
Pb 0.15 -0.19 -0.17  1.050
C -1.59 2.67 -4.41  -0.905
C -1.60 2.59 -3.02  -0.255
N -0.97 1.49 -2.62  -0.541
N -0.54 0.86 -3.71  0.273
C -0.91 1.55 -4.81  -0.198
B 0.24 -0.47 -3.73  0.362
N -0.52 -1.64 -3.03  0.112
C -1.07 -2.68 -3.68  -0.059
C -1.52 -3.60 -2.76  -1.076
C -1.18 -3.05 -1.52  -0.260
N -0.58 -1.87 -1.69  -0.184
N 1.66 -0.39 -3.06  0.173
C 2.81 -0.41 -3.73  -0.080
C 3.86 -0.50 -2.84  -1.071
C 3.25 -0.56 -1.59  -0.250
N 1.93 -0.48 -1.73  -0.251
H -2.02 3.44 -5.03  0.370
H -2.03 3.26 -2.29  0.411
H -0.67 1.20 -5.80  0.414
H 0.40 -0.75 -4.88  -0.186
H -1.12 -2.69 -4.75  0.431
H -2.01 -4.54 -2.95  0.384
H -1.31 -3.46 -0.53  0.467
H 2.83 -0.36 -4.81  0.432
H 4.91 -0.54 -3.06  0.385
H 3.68 -0.67 -0.61  0.477
C 2.69 2.94 3.86  -0.358
C 1.72 3.01 2.87  -0.855
C 1.07 1.86 2.45  0.239
C 1.37 0.60 3.00  0.378
C 2.33 0.57 4.01  -0.468
C 2.98 1.71 4.44  -0.545
Si 0.54 -1.01 2.38  0.133
C -1.26 -0.78 3.00  0.379
C -1.78 -1.58 4.01  -0.433
C -3.10 -1.47 4.43  -0.551
C -3.94 -0.54 3.84  -0.367
C -3.44 0.30 2.85  -0.846
C -2.13 0.18 2.44  0.208
H 3.21 3.83 4.18  0.380
H 1.45 3.97 2.44  0.378
H 0.30 1.96 1.69  0.061
H 2.56 -0.39 4.47  0.299
H 3.72 1.65 5.22  0.368
H 1.08 -2.03 3.32  -0.318
H -1.13 -2.31 4.48  0.302
H -3.47 -2.12 5.21  0.369
H -4.97 -0.46 4.15  0.379
H -4.08 1.06 2.42  0.378
H -1.77 0.86 1.67  0.063


2.
A single C18H15BFN3O4 molecule, computed with ωB97M-V/def2-TZVPD.

The value obtained for the molar mass is 367.1 g/mol. For the HOMO energy, the calculation gives -8.9 eV. As for the maximum force: 4.2 eV Å⁻¹. As for the total charge: 0. As for the LUMO energy: 0.0 eV. The value obtained for the energy is -34965.27689 eV. The multiplicity is 1. The SMILES is O=C(Nc1ccc(F)cn1)c1ccc(OCc2ccccc2B(O)O)nc1. As for the HOMO-LUMO gap: 8.9 eV.

Last column: Mulliken charge in e.
CARTESIAN COORDINATES (ANGSTROEM)
O -0.33 1.31 3.69  -0.655
F -5.69 -1.41 6.04  -0.280
N -0.13 1.07 -0.93  -0.115
N -4.04 -0.50 3.03  -0.550
O 5.06 -1.20 -3.96  -0.572
O 4.50 0.90 -3.34  -0.663
O 1.91 1.69 -2.10  -0.373
B 4.03 -0.37 -3.58  0.848
C -0.90 1.24 2.63  0.407
C -4.77 -1.11 3.91  -0.338
C -0.71 1.00 0.22  -0.766
C 1.09 1.62 -0.93  0.264
C -3.11 0.30 3.53  0.085
C 1.76 2.12 0.22  -0.672
C -2.82 0.54 4.84  -0.134
C 1.47 -3.03 -3.17  -0.651
C 0.26 -2.42 -3.15  -0.487
C -3.62 -0.07 5.81  -0.769
C 2.62 -2.30 -3.31  -0.293
C 1.15 1.96 1.38  -0.380
C 0.13 -1.04 -3.23  -0.578
C -4.67 -0.86 5.32  0.487
C 2.59 -0.96 -3.47  0.312
C -0.14 1.35 1.41  0.820
C 1.34 -0.32 -3.35  0.596
N -2.27 0.89 2.48  -0.187
C 1.20 1.20 -3.20  -1.265
H 5.86 -0.62 -4.10  0.314
H 3.76 1.46 -3.09  0.334
H -5.63 -1.62 3.50  0.387
H -1.51 0.21 0.35  0.355
H 2.81 2.34 0.23  0.389
H -1.96 1.13 5.03  0.521
H 1.39 -4.09 -3.05  0.389
H -0.64 -3.01 -2.92  0.333
H -3.51 0.11 6.85  0.438
H 3.56 -2.83 -3.23  0.413
H 1.65 1.96 2.36  0.378
H -0.78 -0.51 -2.93  0.301
H -2.68 0.71 1.58  0.315
H 1.63 1.71 -4.11  0.522
H 0.14 1.42 -3.26  0.519


3.
2 unconnected molecules or ions with the total composition CHN2O2P, computed with ωB97M-V/def2-TZVPD.

The value obtained for the molar mass is 104.0 g/mol. For the HOMO energy (spin up / spin down), the calculation gives -10.1 / -9.8 eV. As for the maximum force: 3.3 eV Å⁻¹. As for the total charge: 0. As for the LUMO energy (spin up / spin down): -2.2 / -2.1 eV. The value obtained for the energy is -17411.97540 eV. The multiplicity is 1. Its energy relative to the best compared isomer or geometry (same formula, charge and spin) is 25.8 kcal per mole. As for the HOMO-LUMO gap (spin up / spin down): 7.9 / 7.7 eV.

Last column: Mulliken charge in e.
CARTESIAN COORDINATES (ANGSTROEM)
C -0.87 1.26 -0.06  0.325
N -0.96 2.10 -0.82  -0.305
N 1.26 -0.75 0.03  0.634
O 2.09 -0.22 0.69  -0.380
O 1.25 -1.41 -0.95  -0.405
P -0.90 -0.15 1.01  0.027
H -1.87 -0.82 0.11  0.104


4.
A single C4H7NO2 molecule, computed with ωB97M-V/def2-TZVPD.

The value obtained for the molar mass is 101.1 g/mol. For the HOMO energy, the calculation gives -8.7 eV. As for the maximum force: 2.3 eV Å⁻¹. As for the total charge: 0. As for the LUMO energy: 0.6 eV. The value obtained for the energy is -9844.34329 eV. The multiplicity is 1. The SMILES is CO/C=C/C(N)=O. Its energy relative to the best compared isomer or geometry (same formula, charge and spin) is 67.7 kcal per mole. As for the HOMO-LUMO gap: 9.2 eV.

Last column: Mulliken charge in e.
CARTESIAN COORDINATES (ANGSTROEM)
C 1.02 -1.74 0.65  -0.673
C -0.27 0.10 -0.50  -0.452
C -1.01 -1.01 -0.41  -0.163
O -0.35 -2.13 -0.11  -0.411
C -0.81 1.40 -0.18  0.384
O -1.97 1.55 0.21  -0.643
N 0.06 2.45 -0.32  -0.422
H 0.66 -1.66 1.67  0.321
H 1.54 -2.63 0.37  0.269
H 1.72 -0.88 0.49  0.358
H 0.70 -0.02 -0.97  0.593
H -2.09 -1.04 -0.60  0.372
H 1.06 2.29 -0.33  0.214
H -0.26 3.33 0.04  0.253


5.
A molecular structure, C4H6O2, computed with ωB97M-V/def2-TZVPD.

The value obtained for the molar mass is 86.1 g/mol. For the HOMO energy, the calculation gives -10.2 eV. As for the maximum force: 4.7 eV Å⁻¹. As for the total charge: 0. As for the LUMO energy: 0.9 eV. The value obtained for the energy is -8337.08260 eV. The multiplicity is 1. Its energy relative to the best compared isomer or geometry (same formula, charge and spin) is 77.9 kcal per mole. As for the HOMO-LUMO gap: 11.1 eV.

Last column: Mulliken charge in e.
CARTESIAN COORDINATES (ANGSTROEM)
O 1.36 1.55 -1.02  -0.610
C 0.91 0.74 -0.23  0.582
C 0.73 -0.78 -0.33  -0.437
C -0.66 -0.84 0.35  -0.490
C -0.80 0.69 0.39  -0.440
O 0.44 1.14 1.00  -0.353
H 0.72 -1.11 -1.38  0.267
H 1.55 -1.28 0.20  0.275
H -1.43 -1.32 -0.26  0.290
H -0.64 -1.32 1.34  0.265
H -1.63 1.26 0.78  0.418
H -0.46 1.26 -0.85  0.233


6.
2 unconnected molecules or ions with the total composition C7H10, computed with ωB97M-V/def2-TZVPD.

The value obtained for the molar mass is 94.2 g/mol. For the HOMO energy, the calculation gives -8.4 eV. As for the maximum force: 0.3 eV Å⁻¹. As for the total charge: 0. As for the LUMO energy: 1.1 eV. The value obtained for the energy is -7416.34288 eV. The multiplicity is 1. The SMILES is C1=C2C[C@H]2[C@H]2C[C@@H]12.[H][H]. Its energy relative to the best compared isomer or geometry (same formula, charge and spin) is 108.2 kcal per mole. As for the HOMO-LUMO gap: 9.5 eV.

Last column: Mulliken charge in e.
CARTESIAN COORDINATES (ANGSTROEM)
C -1.42 -0.08 -0.85  -0.628
C -0.12 -0.54 -1.43  -0.453
C -0.37 0.96 -1.22  -0.108
C 0.44 1.32 -0.01  -0.778
C 1.15 0.25 0.39  0.273
C 1.06 -1.10 0.98  -0.642
C 1.03 -0.90 -0.53  -0.095
H -2.29 -0.15 -1.49  0.286
H -1.62 -0.26 0.21  0.121
H -0.14 -0.95 -2.43  0.393
H -0.61 1.66 -2.02  0.407
H 0.31 2.26 0.53  0.421
H -1.11 0.69 3.05  0.264
H -0.56 0.86 2.59  -0.280
H 1.92 -1.63 1.38  0.248
H 0.13 -1.33 1.51  0.193
H 1.96 -1.15 -1.03  0.377